[1]
Computed, not measured: the ion C13H17N3O with charge +2, with wB97M-V/def2-TZVPD.

The charge is +2. The calculation puts the lowest unoccupied orbital energy at -8.1 eV.

```
34
C13H17N3O wB97M-V/def2-TZVPD
C 0.671 2.417 -3.173
C 0.381 3.478 -2.061
C -1.134 3.761 -1.915
O -1.723 3.370 -0.640
N -1.334 2.143 -0.215
C -1.465 1.020 -0.916
C -1.066 -0.197 -0.442
C -0.502 -0.260 0.835
C -0.037 -1.598 1.312
C -0.389 -2.163 2.526
C 0.137 -3.387 2.856
N 0.957 -4.031 2.043
N 1.468 -5.300 2.431
C 1.322 -3.519 0.851
C 0.840 -2.304 0.475
C -0.401 0.918 1.574
C -0.826 2.087 1.017
H -0.157 1.712 -3.315
H 0.868 2.895 -4.136
H 1.560 1.847 -2.878
H 0.833 4.404 -2.430
H 0.878 3.196 -1.128
H -1.684 3.365 -2.779
H -1.276 4.845 -1.965
H -1.883 1.072 -1.919
H -1.177 -1.098 -1.036
H -1.046 -1.635 3.210
H -0.089 -3.889 3.794
H 1.361 -5.914 1.622
H 2.480 -5.208 2.536
H 2.012 -4.035 0.190
H 1.121 -1.872 -0.481
H 0.023 0.872 2.573
H -0.724 3.007 1.587
```

[2]
Computed, not measured: the molecule C13H17NO, with wB97M-V/def2-TZVPD.

Its structure (SMILES) is C#CN(OCc1ccccc1)C(C)(C)C. The calculation puts the lowest unoccupied orbital energy at 0.8 eV. For the energy above the lowest of the compared OMol25 structures with the same formula, charge and spin, the calculation gives 619.8 kJ/mol.

```
32
C13H17NO wB97M-V/def2-TZVPD
C -2.173 3.173 -0.147
C -1.814 2.042 -0.026
N -1.404 0.796 -0.378
O 0.049 0.523 -0.223
C 1.044 0.657 -1.309
C 2.376 0.518 -0.649
C 2.788 1.471 0.185
C 4.038 1.414 0.790
C 4.772 0.279 0.791
C 4.436 -0.728 -0.129
C 3.321 -0.581 -0.863
C -2.051 -0.303 0.164
C -3.546 -0.127 -0.024
C -1.450 -1.534 -0.666
C -1.642 -0.409 1.704
H -2.391 4.203 -0.021
H 0.959 1.633 -1.714
H 0.795 -0.162 -2.031
H 2.116 2.300 0.432
H 4.281 2.188 1.501
H 5.794 0.292 1.065
H 5.107 -1.590 -0.166
H 3.087 -1.185 -1.726
H -3.931 0.649 0.573
H -3.899 0.051 -1.015
H -4.189 -0.991 0.281
H -0.465 -1.680 -0.358
H -1.500 -1.425 -1.798
H -2.033 -2.502 -0.314
H -0.580 -0.634 1.865
H -2.013 0.525 2.089
H -2.115 -1.229 2.253
```

[3]
Computed, not measured: the molecule C13H17NO4, with wB97M-V/def2-TZVPD.

Its structure (SMILES) is CC(C)CC(=O)Nc1ccc(OCC(=O)O)cc1. The calculation puts the lowest unoccupied orbital energy at 0.6 eV. For the energy above the lowest of the compared OMol25 structures with the same formula, charge and spin, the calculation gives 40.5 kJ/mol.

```
35
C13H17NO4 wB97M-V/def2-TZVPD
C 4.896 0.467 2.243
C 4.201 1.693 2.831
C 5.205 2.815 3.079
C 3.086 2.167 1.894
C 1.920 1.188 1.869
O 1.642 0.468 2.801
N 1.217 1.242 0.700
C 0.076 0.522 0.322
C -0.499 0.811 -0.910
C -1.622 0.135 -1.352
C -2.189 -0.855 -0.560
O -3.309 -1.579 -0.879
C -3.906 -1.383 -2.127
C -3.039 -1.839 -3.292
O -2.012 -2.448 -3.212
O -3.591 -1.476 -4.458
C -1.614 -1.145 0.676
C -0.496 -0.469 1.117
H 4.179 -0.336 2.093
H 5.357 0.709 1.287
H 5.671 0.111 2.917
H 3.737 1.407 3.780
H 5.662 3.131 2.143
H 4.721 3.676 3.534
H 5.994 2.475 3.746
H 2.693 3.124 2.250
H 3.483 2.315 0.887
H 1.535 1.903 0.005
H -0.064 1.575 -1.539
H -2.031 0.389 -2.318
H -4.207 -0.339 -2.291
H -4.809 -2.002 -2.123
H -3.053 -1.795 -5.201
H -2.063 -1.915 1.280
H -0.061 -0.703 2.073
```

[4]
Computed, not measured: a cluster of 2 separate species, C13H17NO5 in total, with wB97M-V/def2-TZVPD.

The calculation puts the lowest unoccupied orbital energy at -2.1 eV. For the energy above the lowest of the compared OMol25 structures with the same formula, charge and spin, the calculation gives 617.9 kJ/mol.

```
36
C13H17NO5 wB97M-V/def2-TZVPD
C 3.781 0.334 1.976
O 2.396 0.490 2.313
C 1.513 -0.450 2.266
C 0.133 -0.124 2.196
C -0.778 -1.199 2.042
C -2.126 -0.953 1.919
C -2.622 0.360 1.908
C -4.103 0.609 1.855
C -1.708 1.425 1.954
C -0.354 1.205 2.096
H 4.148 1.350 1.843
H 4.274 -0.129 2.830
H 3.925 -0.251 1.061
H 1.827 -1.491 2.190
H -0.371 -2.214 2.014
H -2.853 -1.781 1.855
H -4.288 1.687 1.847
H -4.543 0.153 0.957
H -4.600 0.161 2.728
H -2.115 2.437 1.902
H 0.350 2.030 2.109
C -1.913 -0.952 7.732
C -0.553 -0.411 7.358
O 0.095 -1.418 6.540
C 1.279 -0.953 6.073
C 1.890 -1.936 5.168
N 3.102 -1.733 4.580
O 3.566 -2.688 3.854
O 3.761 -0.671 4.732
O 1.714 0.141 6.402
H -2.478 -0.202 8.302
H -2.481 -1.206 6.823
H -1.790 -1.853 8.350
H -0.651 0.525 6.791
H 0.038 -0.199 8.263
H 1.501 -2.952 5.093
```

[5]
Computed, not measured: a structure of composition C13H18BIN2O2S, with wB97M-V/def2-TZVPD.

The calculation puts the lowest unoccupied orbital energy at -0.6 eV. For the energy above the lowest of the compared OMol25 structures with the same formula, charge and spin, the calculation gives 0.0 kJ/mol.

```
38
C13H18BIN2O2S wB97M-V/def2-TZVPD
C -0.121 3.977 -2.386
C -0.204 2.441 -2.195
O 0.149 2.167 -0.838
C 0.560 0.862 -0.632
C -0.319 -0.005 0.181
B -1.677 0.638 0.710
C -2.695 1.487 -0.162
O -2.026 0.409 2.044
C -0.004 -1.311 0.467
C -0.880 -2.208 1.328
I -1.098 -4.214 0.488
C -0.312 -2.197 2.794
C -0.336 -3.551 3.544
C 1.246 -1.794 -0.072
N 1.825 -2.977 0.067
S 3.228 -3.031 -0.726
N 3.219 -1.507 -1.323
C 2.119 -0.939 -0.885
C 1.733 0.427 -1.159
C 2.691 1.265 -1.985
H -1.007 4.499 -1.998
H 0.003 4.245 -3.448
H 0.778 4.359 -1.871
H -1.237 2.152 -2.451
H 0.482 1.998 -2.927
H -2.678 2.552 0.125
H -2.571 1.330 -1.240
H -3.715 1.131 0.099
H -2.950 0.128 2.098
H -1.910 -1.846 1.392
H -0.962 -1.513 3.367
H 0.708 -1.793 2.863
H 0.501 -4.201 3.244
H -0.159 -3.320 4.613
H -1.297 -4.078 3.500
H 2.846 2.279 -1.580
H 3.681 0.782 -2.002
H 2.393 1.356 -3.044
```

[6]
Computed, not measured: a cluster of 9 separate species, C13H18Cl24O4S in total, with wB97M-V/def2-TZVPD.

Its structure (SMILES) is CCOCCOC(=O)OS.ClC(Cl)Cl.ClC(Cl)Cl.ClC(Cl)Cl.ClC(Cl)Cl.ClC(Cl)Cl.ClC(Cl)Cl.ClC(Cl)Cl.ClC(Cl)Cl. The calculation puts the lowest unoccupied orbital energy at 0.4 eV. For the energy above the lowest of the compared OMol25 structures with the same formula, charge and spin, the calculation gives 0.0 kJ/mol.

```
60
C13H18Cl24O4S wB97M-V/def2-TZVPD
C 2.111 0.977 -1.025
C 1.593 2.407 -0.879
O 0.334 2.637 -1.471
C -0.721 1.999 -0.789
C -1.987 2.831 -0.813
O -2.949 2.391 -1.800
C -3.738 1.415 -1.387
O -3.466 0.569 -0.585
O -4.933 1.433 -2.059
S -6.242 1.786 -1.066
H 3.193 1.000 -1.129
H 1.705 0.491 -1.904
H 1.891 0.370 -0.152
H 2.290 3.096 -1.344
H 1.568 2.668 0.181
H -0.964 1.032 -1.228
H -0.455 1.823 0.255
H -1.786 3.875 -1.009
H -2.460 2.772 0.162
H -6.128 0.918 -0.044
Cl 2.232 -2.887 -1.689
C 3.533 -3.128 -0.521
Cl 5.005 -2.300 -1.040
Cl 3.030 -2.568 1.076
H 3.746 -4.186 -0.459
Cl -2.782 -2.967 -1.440
C -1.794 -2.225 -2.696
Cl -0.412 -1.383 -1.989
Cl -1.250 -3.435 -3.862
H -2.402 -1.501 -3.221
Cl 2.069 -0.711 3.778
C 1.898 -2.131 4.817
Cl 1.450 -3.551 3.870
Cl 3.385 -2.427 5.718
H 1.106 -1.936 5.526
Cl 4.915 -5.827 7.558
C 6.221 -4.792 8.136
Cl 7.757 -5.249 7.400
Cl 5.857 -3.094 7.823
H 6.308 -4.924 9.206
Cl 2.035 5.644 0.946
C 2.984 6.411 -0.328
Cl 4.291 7.373 0.364
Cl 3.620 5.215 -1.461
H 2.332 7.076 -0.877
Cl -11.290 0.579 1.317
C -9.755 0.140 0.570
Cl -9.911 0.047 -1.182
Cl -8.493 1.293 1.035
H -9.466 -0.835 0.939
Cl 10.112 -0.830 -0.600
C 9.254 -2.144 -1.405
Cl 8.689 -3.334 -0.232
Cl 7.910 -1.520 -2.363
H 9.944 -2.635 -2.077
Cl -9.680 1.221 -4.208
C -8.313 0.499 -5.064
Cl -6.809 0.794 -4.200
Cl -8.572 -1.232 -5.303
H -8.245 0.966 -6.037
```

What is the lowest unoccupied orbital energy in the fourth record?
-2.1 eV